No. 1
{
  "formula": "C16H36CsP",
  "method": "the ωB97M-V functional and the def2-TZVPD basis",
  "charge": 2,
  "homo_energy_ev": -15.8646,
  "lumo_energy_ha": -0.2207,
  "elements": ["H", "H", "H", "H", "H", "C", "C", "C", "C", "H", "H", "C", "H", "C", "H", "C", "H", "H", "H", "C", "C", "H", "H", "H", "H", "H", "H", "C", "H", "H", "H", "H", "H", "H", "H", "P", "C", "C", "C", "H", "H", "H", "H", "C", "C", "H", "H", "H", "Cs", "C", "H", "H", "H", "H"],
  "positions_angstrom": [[-2.82693, -4.81921, -1.59998], [-1.40762, -3.03959, 0.02070], [-1.98780, 4.06839, -3.40058], [0.58703, -1.39127, -1.63119], [-0.17208, 0.71415, 2.36471], [3.85085, 2.38370, 0.79357], [1.22833, -1.74554, 3.77433], [-1.14903, -3.44818, -2.07794], [0.39268, -3.16894, 3.74746], [-0.93336, -0.77299, 2.39670], [4.01312, 1.31314, 0.66839], [1.33071, 2.30519, 0.39643], [-0.40981, -4.23557, -1.93074], [-1.72746, 0.74632, -0.15900], [4.65656, 3.00469, 0.40204], [1.27095, -0.91874, 2.47784], [1.21306, 2.17003, 1.47160], [-1.33569, 2.63528, -4.11381], [2.00864, -0.11843, 2.53624], [0.05869, -1.63518, -0.70952], [-0.01510, -0.31212, 2.03270], [-1.91068, 1.56742, 0.53405], [-0.61917, -2.83237, 3.97328], [0.87178, -2.22945, -0.29258], [-3.00188, 2.67544, -3.52767], [2.75220, 2.87556, -1.01751], [0.43731, -3.67240, 2.78172], [-2.55505, -4.12881, -2.39844], [-1.39162, 0.43623, -2.21111], [-2.11779, -1.81780, -0.95623], [2.61103, 4.09161, 0.25336], [-2.50064, 0.06816, 0.20210], [0.52964, 2.97024, 0.07378], [2.23301, 0.35547, -0.30311], [-3.07170, 1.02979, -1.84522], [-0.17011, -0.11289, 0.20301], [-1.25546, -2.48242, -0.90370], [2.67688, 3.02090, 0.06012], [-1.97980, 2.98254, -3.30596], [1.18298, 1.20028, -1.39565], [-2.15396, 3.20024, -1.28574], [2.21135, -2.01762, 4.15871], [-0.79332, -2.89911, -2.94978], [-2.01145, 1.09246, -1.60015], [-1.56886, 2.57354, -1.95879], [3.64385, 2.57605, 1.84630], [-0.56280, 2.91809, -1.71958], [0.69163, -3.82621, 4.56399], [1.11832, 6.30284, 1.49855], [1.31855, 0.94723, -0.34413], [1.81863, -1.49892, 1.73519], [-3.27326, -3.31490, -2.49761], [-2.52929, -4.65064, -3.35506], [0.72413, -1.13566, 4.52394]],
  "atomic_forces_ev_per_a": [[-0.14, 0.10, -0.09], [-0.03, -0.12, 0.11], [0.07, 0.09, 0.04], [-0.66, 0.43, -0.59], [0.35, 0.20, 0.29], [-0.47, 1.44, -0.17], [-1.04, -1.74, 0.31], [-1.36, -0.55, -0.63], [0.35, 2.65, -0.06], [0.06, -0.62, -0.10], [-0.04, 0.23, -0.36], [1.13, 0.18, -0.03], [0.09, 0.08, 0.39], [-0.69, -0.63, 0.83], [0.79, -0.64, 0.66], [1.85, -0.73, 0.36], [0.15, 0.00, 0.18], [0.00, -0.27, 0.04], [-0.02, 0.38, 0.70], [-0.61, -0.79, -0.46], [-1.50, 0.55, -1.33], [0.58, 0.38, -0.01], [-0.29, -0.57, -0.27], [-0.21, -0.09, 0.84], [0.00, -0.14, -0.04], [0.38, 0.42, -0.16], [0.07, -0.02, 0.10], [1.49, 1.02, 0.13], [-0.52, -0.31, -0.47], [-0.04, -0.03, -0.51], [0.21, 0.03, 0.06], [-0.01, -0.52, -0.01], [-0.37, -0.39, -0.18], [-0.04, 0.06, 0.46], [0.18, -0.30, 0.01], [1.93, 0.91, 0.19], [1.15, 0.05, 0.56], [-1.44, -1.85, -0.17], [-0.29, 0.68, -1.85], [-0.22, -0.34, -0.22], [-0.28, 0.05, 0.38], [0.17, 0.51, -0.32], [-0.17, 0.09, -0.19], [1.93, 1.71, -0.67], [-1.07, -0.51, 1.83], [0.62, -0.05, 0.21], [0.44, -0.83, -0.16], [0.23, 0.13, -0.21], [-0.01, 0.22, 0.08], [-2.05, 0.33, 0.43], [-0.67, -0.55, -0.52], [-0.28, -0.20, 0.13], [0.11, -0.09, 0.16], [0.19, -0.02, 0.25]]
}

***

No. 2
{
  "formula": "C16H36F10N5O20PS10Tl",
  "method": "the ωB97M-V functional and the def2-TZVPD basis",
  "charge": -1,
  "homo_energy_ev": -8.4051,
  "lumo_energy_ha": -0.1990,
  "elements": ["S", "O", "H", "C", "O", "C", "O", "H", "N", "H", "H", "O", "F", "S", "F", "O", "H", "F", "H", "C", "O", "F", "O", "Tl", "H", "O", "F", "O", "H", "N", "S", "O", "F", "H", "C", "O", "N", "N", "H", "H", "H", "H", "C", "H", "H", "C", "H", "S", "C", "N", "H", "O", "C", "H", "C", "H", "H", "H", "H", "F", "H", "C", "S", "O", "H", "H", "C", "O", "S", "H", "C", "H", "H", "O", "H", "C", "F", "H", "C", "H", "O", "O", "S", "H", "H", "F", "O", "S", "S", "H", "C", "H", "S", "O", "O", "C", "F", "P", "H"],
  "positions_angstrom": [[5.40639, 3.74359, -1.45628], [4.46585, 1.95257, 5.53681], [-2.43832, 0.43691, 2.35149], [-2.14461, -0.50731, 2.81004], [6.17408, 5.28265, 1.95761], [-2.03621, -2.49965, -2.54988], [3.84102, 0.34194, -2.72296], [-1.53204, -0.34209, -2.70938], [0.10677, 3.40707, 1.42850], [-4.63885, -3.10833, -3.03388], [-7.08126, -2.40482, -1.60617], [0.64294, -1.67671, -1.46669], [0.58419, 3.80136, -0.91509], [4.37121, -0.27423, 3.86180], [-0.41747, 3.06482, 3.57081], [6.74411, 1.15805, -1.63642], [-2.74500, -5.15181, -0.69833], [2.44820, 2.57341, 4.18324], [-1.05257, -1.38654, 0.15404], [-2.10055, -1.07321, -3.28415], [-1.46484, 2.49045, -0.54413], [2.11611, -1.75286, 0.43737], [4.63162, 6.37162, 3.57506], [2.73213, 2.37583, 1.13381], [-0.20839, -1.34469, 3.57673], [7.66412, 2.68177, -0.04736], [6.31755, 0.93043, 0.70984], [5.75489, 0.17471, 4.00087], [-2.66245, 0.72073, -5.22801], [2.34241, 0.34024, -0.74719], [3.11341, 6.52253, 1.01056], [2.17037, 1.02621, 5.83089], [4.37791, -0.87274, 2.38528], [-0.10286, -5.16126, 3.43043], [-6.69642, -2.67130, -2.59055], [4.15241, 7.25384, 0.27929], [3.32061, 0.76930, 3.35643], [3.53111, 5.12291, 1.45053], [-2.42198, -0.39753, -0.01183], [-5.85935, -1.01223, -3.95787], [-0.12856, 0.33965, 3.49656], [-7.29482, -3.40102, -3.13601], [-0.78664, -5.12427, 2.58239], [0.85933, -4.80783, 1.52183], [-0.18371, -4.17109, -0.75916], [-2.64121, -1.60450, 1.83495], [-1.72738, -4.72947, 2.96613], [2.01108, -1.27735, -1.08413], [-2.12610, -1.38485, 0.34280], [5.13516, 2.54582, -0.30226], [-1.00685, 1.00520, -4.73098], [-1.02984, 5.27691, 2.75499], [-6.73152, -1.29417, -3.36802], [-2.17283, -1.74872, -5.36817], [-2.35904, -4.30736, -0.12732], [-1.07413, -2.97095, -2.34892], [-1.32450, 0.30652, -6.31857], [-0.63380, -5.58558, -0.32516], [-3.11965, -0.69837, -3.18914], [2.54994, 2.19986, -2.02026], [-2.43953, -2.61156, 2.19998], [-5.24496, -3.18328, -2.13104], [-1.00234, 3.87117, 2.30270], [3.92033, -1.40225, 4.69659], [0.05769, -3.31332, 1.58729], [-6.68362, -0.47545, -2.65004], [-0.13917, -4.37659, 1.45020], [-1.41361, 5.01183, -0.13870], [-0.80414, 3.68995, 0.01194], [-1.03368, -6.10267, 2.17030], [-0.80015, -4.57378, 0.04454], [-7.65452, -1.08507, -3.90879], [-3.71669, -1.67800, 1.99633], [2.20627, 7.26892, 1.94441], [-2.70775, -3.22708, -3.00592], [-0.56022, -0.51097, 2.96909], [4.66583, 4.08597, 3.23796], [-2.80356, -4.40043, 0.86355], [-1.62666, -1.09208, -4.69095], [-5.03935, -2.34052, -0.07533], [1.40116, 0.48995, -3.21663], [3.09971, -2.06083, -1.59706], [2.48530, 0.55927, -2.25811], [-0.60865, -1.47873, -4.73851], [-5.26275, -4.22620, -1.81466], [2.12607, 6.09186, -0.19944], [6.29078, 4.91480, -1.20184], [3.24725, 1.38183, 4.92179], [4.84642, 5.49955, 2.43715], [-2.59031, -0.61968, 3.79839], [-1.65109, 0.31741, -5.27870], [0.00764, -0.58459, 2.04161], [6.50327, 1.96282, -0.50953], [5.38332, 3.23092, -2.80742], [-2.25029, 3.18106, 2.09445], [-4.53965, -2.26200, -1.04086], [3.99537, 4.45697, -1.46315], [-2.83237, -2.63239, -0.85127], [-4.45207, -1.25042, -1.43726]],
  "atomic_forces_ev_per_a": [[-1.90, 6.76, -3.94], [-2.70, -1.77, -1.93], [-0.09, 0.23, 0.37], [2.09, -0.24, -0.88], [-1.11, 1.07, -1.42], [-1.22, 0.59, 1.22], [-1.75, -0.55, 0.22], [0.39, -0.17, 0.05], [1.55, -0.19, -5.89], [0.15, -0.30, 0.00], [-1.10, -0.48, -0.18], [2.20, 1.51, 0.63], [-1.53, -0.24, 0.99], [5.70, -6.21, -3.59], [-0.21, 0.50, 0.30], [-0.68, -0.44, -1.25], [-0.29, 0.35, -0.31], [0.18, 1.64, 0.49], [0.14, -0.36, 0.55], [-0.20, -1.42, 2.13], [1.51, 2.57, 1.51], [-0.77, 0.55, 0.16], [-0.33, 0.21, -2.73], [0.02, 0.34, 0.41], [-0.28, -0.36, -0.02], [-1.21, 0.64, -0.55], [-0.11, 0.01, -0.64], [-2.50, -0.57, 0.24], [-0.10, 0.06, -0.13], [-2.17, -3.95, 0.77], [-5.67, 6.46, -2.86], [1.79, -1.36, -1.22], [0.49, -1.14, -0.23], [-0.10, -0.34, -0.05], [1.42, 1.45, 0.85], [-0.97, -1.26, 1.92], [-0.28, -0.03, 3.56], [2.87, -1.29, 1.01], [-0.29, 0.15, -0.05], [0.02, -0.77, -0.62], [-0.54, 0.38, -0.04], [0.28, -0.24, 0.40], [-0.96, 0.20, 0.16], [0.25, 0.05, -1.12], [-0.12, 1.27, 0.23], [0.52, -0.15, 0.12], [-0.12, 0.28, -0.07], [-0.99, -5.22, 4.40], [-1.42, -0.73, 0.30], [-3.25, 3.94, -2.25], [0.09, -0.11, 0.07], [0.16, -3.18, -1.43], [0.64, 0.21, 1.11], [-0.47, -0.18, 0.26], [0.85, 0.37, 0.00], [0.23, 0.43, -0.61], [-0.06, 0.05, 0.00], [-0.45, -0.70, 0.77], [-0.34, -0.13, -0.30], [-0.22, -0.39, -0.06], [1.07, -0.09, -0.05], [-0.44, 1.34, -1.00], [-3.32, 2.83, 9.69], [0.19, 2.83, -0.99], [-0.39, 0.12, 0.44], [-0.22, -0.03, 0.44], [0.16, 0.43, -1.01], [1.11, -2.70, 0.69], [1.34, -0.85, -5.37], [0.23, -0.39, 0.49], [0.34, -0.52, -0.33], [0.12, -0.50, -0.19], [-0.51, 0.70, -1.00], [3.00, -2.36, -2.51], [0.39, -0.12, -0.77], [-0.55, -0.23, 0.31], [-0.34, 0.19, -0.83], [-0.24, 0.24, 0.00], [0.74, 0.22, -1.09], [-0.10, 0.43, -0.04], [0.54, -1.07, 1.59], [-0.86, 1.12, -0.82], [3.98, 8.27, -6.25], [0.20, 0.07, 0.21], [-0.14, 0.07, 0.09], [0.76, 0.11, 1.36], [-1.82, -3.77, 0.41], [-3.29, 6.91, 2.86], [1.82, -3.77, 5.81], [-0.14, 0.04, -0.15], [0.01, 0.01, 0.00], [-0.32, 0.03, -0.33], [7.63, -6.16, 5.25], [0.87, -0.41, 1.76], [0.04, 0.66, -0.54], [-1.44, -1.41, -1.23], [-0.08, -0.59, 1.26], [3.14, 0.26, 0.69], [-0.53, 0.31, 0.31]]
}

***

No. 3
{
  "formula": "C16H36INO2P",
  "method": "the ωB97M-V functional and the def2-TZVPD basis",
  "charge": -1,
  "homo_energy_ev": -3.4140,
  "lumo_energy_ha": 0.1005,
  "elements": ["H", "C", "P", "C", "H", "H", "H", "H", "C", "O", "C", "H", "O", "C", "H", "H", "H", "H", "H", "H", "C", "H", "H", "H", "H", "C", "H", "H", "H", "H", "H", "H", "H", "H", "H", "H", "C", "H", "C", "H", "C", "H", "H", "C", "C", "N", "H", "C", "H", "H", "H", "C", "I", "C", "C", "H", "H"],
  "positions_angstrom": [[-4.88873, -3.97967, -0.34538], [2.24655, 4.77454, -1.96592], [2.82931, -4.68737, 3.04626], [1.89272, -1.43182, 0.62292], [3.72756, -3.27134, 4.58550], [-4.62875, -2.83747, 1.88344], [2.17664, -1.26846, -0.41592], [1.35887, 6.39652, -4.93927], [0.68592, 2.76177, -2.35341], [2.97333, -3.87007, 4.56342], [-3.91241, -1.42573, 0.41580], [2.58635, 3.11216, -3.29998], [2.14175, 0.95486, 0.71465], [-5.01769, -2.29044, 1.02030], [2.68883, 2.70783, -1.60057], [1.92156, 4.92441, -0.93328], [-1.01312, 2.43036, -1.04216], [-6.05393, -2.74772, -0.82960], [-2.22927, -1.79654, 2.67744], [-4.33278, -0.83935, -0.40881], [-2.01180, -3.09069, 0.93059], [0.71900, 1.71346, -2.66163], [-1.97277, -1.48415, -0.49260], [1.58863, 6.74736, -2.49179], [-0.74026, -1.56069, 1.76979], [2.21912, -3.62977, 1.84777], [0.09985, 3.28418, -3.11749], [1.77348, 4.69483, -4.76332], [3.36874, -1.77964, 2.16953], [3.71589, -2.59147, 0.67373], [-5.80245, -1.63378, 1.40717], [-3.58269, -0.69928, 1.16311], [1.29415, -0.96056, 3.01414], [2.06945, 0.46899, 3.13995], [-0.10776, 3.89239, -0.66552], [0.90846, -1.90254, 0.62969], [1.47033, 5.72866, -2.87278], [0.40096, 5.50666, -2.81464], [-5.63139, -3.27417, 0.03006], [-3.00025, -2.81737, -0.96046], [-2.70190, -2.20350, -0.10534], [-6.43147, -3.85497, 0.49223], [-2.70121, -3.86169, 1.28833], [1.91902, 5.68529, -4.32951], [-0.00886, 2.85700, -0.99952], [1.36076, -0.02830, 2.61019], [1.20941, -3.40624, 2.23188], [-1.44902, -2.31219, 2.11253], [2.97985, 5.93291, -4.41659], [-0.92573, -2.97540, 2.80104], [0.56475, 2.31021, -0.25081], [1.81496, -0.07510, 1.27276], [5.31052, -4.65042, 2.48095], [2.89542, -2.36265, 1.35704], [2.11873, 3.29332, -2.32716], [3.30700, 5.04824, -1.98959], [-1.19359, -3.62538, 0.44085]],
  "atomic_forces_ev_per_a": [[0.00, 0.00, 0.00], [0.01, -0.01, 0.01], [-0.47, 0.09, 0.22], [0.06, 0.10, -0.08], [-0.03, 0.16, 0.00], [0.01, 0.01, 0.00], [-0.03, 0.01, 0.00], [0.01, 0.01, 0.00], [0.00, 0.00, 0.01], [0.34, -0.22, -0.10], [0.01, 0.01, -0.01], [0.00, 0.01, 0.00], [0.13, -0.08, 0.08], [-0.02, 0.01, 0.00], [-0.02, -0.01, 0.01], [0.00, -0.01, 0.00], [0.00, 0.00, 0.00], [0.02, -0.01, -0.01], [-0.02, -0.01, -0.02], [-0.01, 0.00, 0.01], [0.04, 0.00, -0.04], [-0.01, 0.00, 0.00], [0.01, -0.01, 0.00], [-0.01, 0.00, -0.01], [-0.04, 0.09, 0.05], [0.19, 0.34, 0.22], [0.02, 0.01, -0.01], [0.00, 0.00, 0.00], [0.02, 0.00, -0.08], [-0.03, -0.07, 0.00], [0.00, -0.01, 0.01], [0.01, 0.00, 0.00], [-0.07, 0.00, -0.11], [-0.42, 0.42, 0.12], [-0.01, 0.01, -0.02], [0.00, -0.02, -0.02], [0.01, 0.02, 0.00], [0.00, 0.00, 0.01], [0.00, -0.01, 0.01], [-0.01, 0.01, 0.00], [0.00, -0.01, -0.01], [-0.01, 0.01, 0.00], [-0.02, 0.00, -0.01], [-0.02, 0.00, 0.00], [-0.03, -0.02, -0.02], [0.75, -0.58, -0.22], [-0.15, -0.32, -0.30], [-0.15, -0.06, 0.07], [0.00, -0.02, 0.00], [0.02, 0.01, 0.01], [-0.04, 0.05, 0.03], [-0.14, 0.09, 0.10], [0.10, -0.05, -0.04], [-0.06, 0.09, 0.12], [0.03, -0.02, -0.01], [-0.01, 0.01, 0.00], [0.01, 0.00, 0.03]]
}